# C47H61GeN4O2PReS

A structure of composition C47H61GeN4O2PReS in a non-equilibrium geometry (ωB97M-V with the def2-TZVPD basis set, the Open Molecules 2025 dataset).

ORCA input file:
```
! RIJCOSX wB97M-V def2-TZVPD def2/J DEFGRID3
* xyz 3 1
Re -0.31167 0.74516 -0.38012
C 2.97065 3.53390 0.72361
C 2.04590 2.61999 0.07219
N 0.78292 2.29453 0.50588
N 0.29462 2.74758 1.71569
C -0.71326 2.15502 2.34684
N -1.11662 2.59846 3.53239
S -1.52282 0.78443 1.60268
C 2.36132 1.91181 -1.14625
C 3.53662 2.08191 -1.91666
C 3.80804 1.23420 -2.98938
C 2.83513 0.27808 -3.32381
C 1.64926 0.26820 -2.60671
N 1.39795 1.05246 -1.56418
H 2.65496 3.87993 1.72375
H 3.10491 4.39181 0.02564
H 3.97314 3.00869 0.75590
H 0.59061 3.65720 2.08943
H -0.56213 3.29492 3.96528
H -1.90024 2.15550 4.02524
H 4.25875 2.79811 -1.57025
H 4.70997 1.36061 -3.55151
H 2.95177 -0.37387 -4.19167
H 0.78286 -0.37770 -2.91212
O 0.92987 -0.80276 0.42529
P 1.41952 -2.04910 1.20689
C 3.14711 -2.48922 0.61121
C 3.11299 -2.99764 -0.84530
C 4.54872 -3.01668 -1.46585
C 5.72969 -3.01072 -0.47651
C 5.32915 -3.87324 0.76688
C 4.03000 -3.42422 1.49212
C 0.18230 -3.40250 1.01207
C 0.65670 -4.84217 1.28410
C 0.86529 -5.80082 0.12301
C -0.21380 -5.70069 -0.96724
C -0.42958 -4.22781 -1.42768
C -0.75449 -3.26562 -0.25082
C 1.49932 -1.63941 2.98684
C 2.69195 -0.75493 3.35124
C 2.62994 -0.24718 4.80260
C 1.90715 -1.19131 5.79356
C 1.88220 -2.67367 5.34294
C 1.32135 -2.88483 3.92328
H 3.60104 -1.48522 0.58903
H 2.47186 -2.36345 -1.49048
H 2.71176 -4.01716 -0.87850
H 4.62822 -2.16684 -2.14444
H 4.61884 -3.96194 -2.08799
H 5.92809 -1.97832 -0.13108
H 6.62108 -3.36611 -1.00905
H 6.13302 -3.80962 1.51268
H 5.32541 -4.95533 0.48177
H 4.39168 -2.90805 2.40954
H 3.49409 -4.36114 1.78779
H -0.50394 -3.16920 1.84418
H -0.09890 -5.34807 1.92194
H 1.58697 -4.87795 1.86186
H 0.87789 -6.81779 0.56565
H 1.89468 -5.68677 -0.33861
H -1.11880 -6.09927 -0.47050
H -0.05427 -6.35683 -1.81119
H -1.29222 -4.20411 -2.09384
H 0.43121 -3.76530 -1.91964
H -1.76400 -3.42515 0.11250
H -0.68612 -2.25370 -0.65484
H 0.62736 -0.98125 3.16577
H 2.65427 0.17549 2.73485
H 3.63154 -1.26431 3.16315
H 2.13803 0.75230 4.82682
H 3.68033 -0.13755 5.15777
H 0.84773 -0.86304 5.87229
H 2.33277 -1.08250 6.80271
H 1.20300 -3.25468 6.05033
H 2.91505 -3.15399 5.44429
H 0.26647 -3.24932 3.99320
H 1.80442 -3.72550 3.44231
C -2.97718 -0.83313 -2.89226
C -1.82399 0.17351 -2.98627
O -1.21052 0.32359 -4.01580
H -3.84666 -0.33970 -3.34553
H -3.30612 -1.18291 -1.90599
H -2.75355 -1.75040 -3.47010
C -1.58005 0.95171 -1.75183
Ge -2.87328 2.38447 -1.35791
C -3.06637 3.51002 -3.00180
C -2.08209 3.46228 -4.02263
C -2.19462 4.25679 -5.12694
C -3.24703 5.19647 -5.24394
C -4.17951 5.25990 -4.20672
C -4.12168 4.38987 -3.10114
C -2.58772 3.80715 -0.03632
C -1.72422 4.80941 -0.42061
C -1.76250 6.04657 0.19477
C -2.58029 6.22938 1.34362
C -3.35253 5.17173 1.76432
C -3.34531 3.93223 1.11457
C -4.61103 1.42703 -1.23671
C -5.16392 1.05784 -0.00438
C -6.41029 0.48221 0.04177
C -7.14901 0.31046 -1.10918
C -6.62265 0.69574 -2.35644
C -5.36691 1.26081 -2.39122
H -1.23836 2.83756 -3.88604
H -1.46255 4.21406 -5.91524
H -3.38040 5.74107 -6.14398
H -5.04148 5.91146 -4.25399
H -4.86018 4.47910 -2.29998
H -1.01691 4.59901 -1.19896
H -1.21874 6.88838 -0.21239
H -2.58031 7.20295 1.85377
H -3.96934 5.21297 2.67888
H -4.00782 3.09500 1.38137
H -4.54640 1.10407 0.86959
H -6.81931 0.12881 0.99988
H -8.11447 -0.18097 -1.08202
H -7.21640 0.54760 -3.23911
H -4.95487 1.54116 -3.35797
*
```

HOMO energy = -15.2 eV
LUMO = -10.51 eV
E = -138529.1622 eV